77
Properties=species:S:1:pos:R:3:mulliken_charge:R:1 method="wB97M-V/def2-TZVPD" total_charge=-2 lumo_ev=3.914 relative_energy_kj_mol=119.88 max_force_ev_per_a=0.734 gap_ev=6.294 e_homo_ev=-2.4
Tl -0.7287 -0.1680 -0.0331 0.869
O 2.7608 -3.7964 0.5078 -0.544
C 1.9139 -2.7308 0.5251 0.708
O 1.0652 -2.5899 -0.3171 -0.508
C 1.9249 -2.0108 1.8455 -0.324
C 2.8861 -2.2756 2.8223 -0.822
C 2.8509 -1.5511 3.9879 -0.607
C 1.8613 -0.5870 4.1576 -0.419
C 0.9234 -0.4302 3.1574 0.591
N 0.9394 -1.1466 2.0321 0.474
C -0.2310 0.5362 3.3122 -0.219
O 0.0116 1.6308 4.0697 -0.489
O -1.3176 0.3328 2.8642 -0.461
H 2.6586 -4.1661 -0.3805 0.414
H 3.6618 -2.9994 2.6189 0.494
H 3.5876 -1.7195 4.7627 0.402
H 1.8030 -0.0136 5.0727 0.509
H 0.9569 1.8279 4.0619 0.375
C -0.7934 -4.5430 0.6911 -0.988
N -1.4319 -4.0855 -0.5180 0.364
C -1.1535 -4.5153 -1.8052 -0.367
C -1.9558 -3.8036 -2.6186 -0.670
N -2.7190 -2.9427 -1.8523 0.489
B -3.8826 -2.0909 -2.5029 -0.199
N -3.7765 -0.5887 -2.1160 0.198
C -4.4960 0.0180 -1.1009 -0.570
C -4.0973 1.2969 -0.9987 -0.486
N -3.1128 1.4829 -1.9636 0.241
C -2.3084 2.6775 -2.1056 -0.928
C -2.9207 0.3207 -2.6588 -0.111
S -1.8228 0.1195 -3.9381 -0.458
C -2.4094 -3.1323 -0.5491 -0.342
S -3.0375 -2.3899 0.8502 -0.339
H -0.0244 -5.2660 0.4223 0.306
H -1.5228 -5.0023 1.3574 0.353
H -0.3448 -3.7033 1.2211 0.278
H -0.4032 -5.2587 -2.0131 0.438
H -2.0292 -3.7958 -3.6925 0.450
H -3.7360 -2.2026 -3.6961 -0.192
H -4.9557 -2.5174 -2.1098 -0.184
H -5.2168 -0.5377 -0.5271 0.452
H -4.4014 2.0919 -0.3400 0.541
H -2.9150 3.5469 -1.8523 0.307
H -1.9649 2.7401 -3.1337 0.341
H -1.4394 2.6478 -1.4445 0.270
O 0.9934 3.8856 2.0351 -0.833
C 0.0384 3.1616 1.7113 -0.214
O 0.0768 1.9963 1.2175 -0.546
C -1.3555 3.7432 1.9776 0.479
C -2.4884 2.9434 1.9701 -0.096
C -3.7594 3.4638 2.2551 -1.575
C -3.8282 4.8051 2.5292 1.204
O -4.9477 5.5645 2.8166 -0.532
C -4.4590 6.8647 3.1288 -0.236
O -3.0684 6.9058 2.8432 -0.522
C -2.7062 5.6025 2.5423 1.212
C -1.4575 5.1084 2.2765 -1.238
H -2.3768 1.8868 1.7651 0.512
H -4.6444 2.8383 2.2661 0.485
H -4.6238 7.0751 4.1914 0.231
H -4.9805 7.6053 2.5205 0.230
H -0.5616 5.7149 2.2960 0.492
O 7.3093 -0.6650 -5.6642 -0.494
C 7.0098 -1.7155 -4.8471 0.667
O 7.5031 -2.7853 -5.1033 -0.617
C 6.1187 -1.4382 -3.7014 0.882
C 5.9621 -2.4302 -2.7342 -0.564
C 5.2048 -2.2145 -1.6003 -0.482
C 4.5554 -0.9834 -1.3674 0.243
S 3.6926 -0.6433 0.0918 -0.258
C 4.6665 -0.0074 -2.3853 -1.129
C 5.4323 -0.2296 -3.5101 -0.621
H 6.8766 0.1273 -5.3269 0.286
H 6.4652 -3.3766 -2.8959 0.389
H 5.1185 -2.9895 -0.8484 0.458
H 4.1227 0.9200 -2.2598 0.401
H 5.4542 0.5566 -4.2624 0.152